Record 1
{"formula": "C21H58AgN5O6", "method": "the ωB97M-V functional and the def2-TZVPD basis", "e_above_lowest_kj_mol": 4.7, "spin_multiplicity": 2, "lumo_ev": [-3.50, -5.92], "charge": 1, "energy_ha": -1706.70785, "elements": ["Ag", "C", "O", "H", "H", "H", "C", "C", "C", "O", "C", "N", "H", "H", "H", "H", "H", "H", "H", "H", "H", "H", "H", "C", "C", "C", "O", "C", "N", "H", "H", "H", "H", "H", "H", "H", "H", "H", "H", "H", "C", "C", "C", "O", "C", "N", "H", "H", "H", "H", "H", "H", "H", "H", "H", "H", "H", "C", "C", "C", "O", "C", "N", "H", "H", "H", "H", "H", "H", "H", "H", "H", "H", "H", "C", "C", "C", "O", "C", "N", "H", "H", "H", "H", "H", "H", "H", "H", "H", "H", "H"], "positions_angstrom": [[2.2847, 2.4455, -2.5708], [1.7337, 0.0551, 0.0629], [1.7689, 1.1046, -0.8003], [1.4479, 0.4249, 1.0657], [0.9554, -0.6649, -0.2261], [2.7073, -0.4386, 0.1719], [-3.8403, 0.1981, 4.6304], [-4.3646, -1.0969, 4.0432], [-3.3303, -1.8058, 3.2146], [-2.8148, -0.9524, 2.2236], [-1.6306, -1.4615, 1.6649], [-4.6944, -2.0239, 5.1644], [-2.9144, 0.0275, 5.1826], [-4.5904, 0.6453, 5.2789], [-3.5936, 0.8940, 3.8256], [-5.2663, -0.8826, 3.4558], [-3.7521, -2.7224, 2.7726], [-2.5275, -2.1415, 3.8909], [-1.3763, -0.8338, 0.8149], [-1.7410, -2.5083, 1.3693], [-0.8143, -1.4222, 2.4086], [-5.3523, -1.5664, 5.7901], [-5.2090, -2.8332, 4.8238], [-3.2571, -5.9476, -0.0874], [-2.5684, -5.3798, -1.3207], [-1.9099, -4.0399, -1.0270], [-1.4017, -3.5311, -2.2635], [-0.5877, -2.4122, -2.1260], [-1.6426, -6.3678, -1.9009], [-3.9067, -5.1999, 0.3711], [-2.5328, -6.2723, 0.6673], [-3.8326, -6.8289, -0.3609], [-3.3318, -5.2122, -2.0881], [-1.0867, -4.2143, -0.3169], [-2.6470, -3.3369, -0.6178], [0.1464, -2.5298, -1.3196], [-1.1914, -1.5015, -1.9696], [-0.0688, -2.2592, -3.0761], [-0.9330, -6.6206, -1.2135], [-1.1166, -5.9059, -2.6418], [-1.6752, 0.9386, -4.3090], [-0.2962, 1.1150, -3.6408], [0.7342, 0.4471, -4.5223], [2.0217, 0.5161, -3.9171], [2.7281, -0.7128, -3.8982], [0.0370, 2.5546, -3.4971], [-1.6370, 1.2278, -5.3606], [-2.4120, 1.5508, -3.7873], [-2.0169, -0.0981, -4.2654], [-0.3285, 0.6630, -2.6494], [0.7660, 0.9503, -5.4954], [0.4385, -0.5889, -4.6965], [2.2687, -1.4232, -3.1994], [3.7317, -0.5201, -3.5194], [2.7875, -1.1520, -4.8931], [-0.7015, 3.0405, -2.9788], [-0.0023, 2.9479, -4.4379], [4.5684, 1.3723, 3.2442], [4.8899, 2.4501, 2.2183], [6.3524, 2.8172, 2.1937], [7.0948, 1.6782, 1.8848], [8.4899, 1.9308, 1.9010], [4.4514, 2.1045, 0.8552], [4.6961, 1.7346, 4.2657], [5.1600, 0.4731, 3.0724], [3.5143, 1.0789, 3.1645], [4.3151, 3.3400, 2.4960], [6.6440, 3.2175, 3.1758], [6.5080, 3.6064, 1.4441], [8.8032, 2.3070, 2.8797], [8.7656, 2.6404, 1.1150], [8.9922, 0.9840, 1.7154], [4.9165, 1.2438, 0.5717], [3.4638, 1.8877, 0.8728], [-0.7840, 2.2256, 1.4954], [-1.6255, 2.3430, 0.2397], [-1.3533, 3.6991, -0.4086], [-1.8734, 3.8377, -1.7020], [-3.2753, 3.8891, -1.7950], [-1.2610, 1.2517, -0.6678], [0.2793, 2.3603, 1.2609], [-0.9254, 1.2664, 1.9926], [-1.0227, 2.9891, 2.2434], [-2.6774, 2.2055, 0.4934], [-0.2651, 3.7843, -0.5133], [-1.6469, 4.5257, 0.2566], [-3.5603, 3.6587, -2.8184], [-3.6593, 4.8862, -1.5437], [-3.7665, 3.1913, -1.1096], [-0.2488, 1.2420, -0.7912], [-1.6212, 1.4405, -1.6009]], "forces_ev_per_angstrom": [[-0.4, 0.3, -0.3], [0.6, -0.8, 0.0], [-0.1, 0.1, 0.4], [-0.2, 0.1, -0.1], [-0.2, 0.1, 0.1], [-0.1, 0.1, 0.0], [0.3, 0.1, -0.4], [-0.6, -0.4, 0.9], [0.3, -0.4, 0.2], [-0.1, 0.1, -0.3], [0.2, 0.0, 0.4], [-0.2, 0.2, -0.3], [-0.1, -0.1, 0.2], [0.0, 0.1, 0.1], [-0.2, 0.0, 0.1], [0.2, 0.0, -0.2], [0.0, 0.1, -0.1], [0.0, 0.1, 0.0], [0.0, -0.1, -0.2], [0.0, 0.0, -0.1], [-0.1, 0.0, -0.1], [0.2, 0.1, 0.0], [0.2, 0.0, -0.1], [0.3, 0.0, 0.0], [0.0, -0.3, -0.3], [-0.1, -0.2, -0.5], [0.0, -0.5, 0.3], [-0.2, 0.6, -0.3], [0.3, 0.5, 0.2], [-0.1, -0.1, 0.0], [0.0, 0.1, -0.1], [-0.1, 0.0, 0.0], [0.0, 0.1, 0.1], [0.0, 0.3, 0.0], [0.2, 0.0, 0.1], [0.0, 0.0, 0.0], [0.1, -0.1, 0.4], [0.1, -0.2, 0.1], [-0.2, -0.1, 0.1], [-0.2, -0.1, 0.0], [0.2, -0.2, 0.4], [-0.8, 0.2, -0.8], [0.0, 0.0, 0.2], [0.1, -0.1, -0.1], [0.3, -0.3, 0.4], [0.4, -0.2, -0.2], [0.0, 0.1, 0.0], [-0.1, 0.0, -0.1], [0.1, 0.0, 0.0], [0.4, -0.1, -0.3], [0.1, 0.0, 0.0], [0.1, -0.1, 0.1], [-0.1, 0.0, -0.2], [0.0, 0.1, -0.2], [0.0, 0.0, 0.0], [0.2, 0.0, 0.2], [0.2, 0.1, 0.1], [-0.4, -0.2, 0.0], [-0.6, 0.1, 0.0], [-0.2, 0.5, 0.2], [0.4, -0.3, -0.1], [-0.2, -0.2, -0.1], [0.1, -0.2, -0.1], [0.2, -0.1, 0.0], [0.1, 0.1, 0.1], [0.1, 0.1, 0.0], [0.2, 0.1, 0.0], [0.0, 0.0, 0.0], [0.1, 0.0, 0.0], [0.0, 0.1, 0.0], [0.0, 0.1, 0.1], [0.0, 0.0, 0.0], [0.1, 0.1, 0.0], [-0.1, 0.0, 0.1], [0.0, 0.2, 0.6], [0.2, -0.2, -0.1], [0.4, 0.2, 0.8], [0.2, -0.1, -0.5], [-0.7, 0.3, 0.4], [0.1, -0.1, -0.2], [-0.1, -0.1, 0.0], [0.0, -0.1, -0.1], [-0.1, 0.0, -0.2], [0.0, 0.1, 0.1], [0.0, 0.0, -0.1], [-0.2, -0.1, -0.2], [0.0, 0.0, 0.0], [0.2, 0.0, -0.1], [0.1, -0.1, -0.2], [-0.3, 0.2, 0.2], [-0.3, 0.0, 0.4]], "lowdin_spin": [0.022, 0.111, 0.767, 0.062, 0.025, 0.004, 0.000, 0.000, 0.000, 0.000, 0.000, 0.000, 0.000, 0.000, 0.000, 0.000, 0.000, 0.000, 0.000, 0.000, 0.000, 0.000, 0.000, 0.000, 0.000, 0.000, 0.000, 0.001, 0.000, 0.000, 0.000, 0.000, 0.000, 0.000, 0.000, 0.001, 0.000, 0.000, 0.000, 0.000, 0.000, 0.001, 0.000, 0.006, 0.000, 0.000, 0.000, 0.000, 0.000, 0.000, 0.000, 0.000, 0.000, 0.000, 0.000, 0.000, 0.000, 0.000, 0.000, 0.000, 0.000, 0.000, 0.000, 0.000, 0.000, 0.000, 0.000, 0.000, 0.000, 0.000, 0.000, 0.000, 0.000, 0.000, 0.001, 0.000, 0.000, 0.000, 0.000, -0.001, 0.001, 0.001, 0.000, 0.000, 0.000, 0.000, 0.000, 0.000, 0.000, -0.001, 0.000]}

***

Record 2
{"formula": "C21H58BN2O7Sn", "method": "the ωB97M-V functional and the def2-TZVPD basis", "lumo_ev": -5.39, "charge": 1, "energy_ha": -1709.75531, "elements": ["Sn", "B", "H", "H", "H", "H", "C", "O", "C", "C", "N", "C", "C", "O", "C", "H", "H", "H", "H", "H", "H", "H", "H", "H", "H", "H", "H", "H", "H", "H", "C", "O", "C", "C", "N", "C", "C", "O", "C", "H", "H", "H", "H", "H", "H", "H", "H", "H", "H", "H", "H", "H", "H", "H", "C", "C", "C", "O", "H", "H", "H", "H", "H", "H", "H", "H", "C", "C", "C", "O", "H", "H", "H", "H", "H", "H", "H", "H", "C", "C", "C", "O", "H", "H", "H", "H", "H", "H", "H", "H"], "positions_angstrom": [[0.2370, -1.5881, 0.2793], [0.7418, 1.3823, -0.0967], [1.0565, 2.0972, 0.7287], [-0.2827, 0.9083, 0.1689], [0.6872, 2.0401, -1.0319], [1.4853, 0.5175, -0.2620], [2.4333, -1.7093, -2.5738], [2.4936, -1.0493, -1.3193], [3.6642, -1.3549, -0.6232], [3.5991, -0.8016, 0.7796], [2.6457, -1.4230, 1.7280], [2.8631, -2.8701, 1.9736], [2.8200, -3.1020, 3.5111], [3.6881, -2.1122, 4.0729], [3.5289, -2.0137, 5.4739], [1.4655, -1.5241, -3.0404], [2.6669, -2.7706, -2.4574], [3.1490, -1.3004, -3.2928], [4.6009, -0.9816, -1.0474], [3.8822, -2.4307, -0.5912], [3.1818, 0.2033, 0.6631], [4.6031, -0.6783, 1.1900], [2.7743, -0.9827, 2.6334], [3.9152, -3.1007, 1.7823], [2.1693, -3.5761, 1.5193], [3.0534, -4.1208, 3.8167], [1.8009, -2.8445, 3.8210], [2.4773, -2.0817, 5.7536], [4.1305, -1.2292, 5.9312], [4.0236, -2.8429, 6.0014], [-3.1817, 0.6532, -0.1634], [-2.9562, -0.6401, 0.3407], [-3.7627, -1.0035, 1.4678], [-5.2530, -1.2119, 1.0560], [-5.7598, -2.4732, 1.5528], [-5.3167, -3.6937, 0.8424], [-5.7282, -3.7109, -0.6267], [-4.6597, -3.2376, -1.4046], [-4.8172, -3.2619, -2.8055], [-2.7111, 1.3579, 0.5303], [-4.2549, 0.8205, -0.2957], [-2.7921, 0.9065, -1.1471], [-3.6707, -0.1956, 2.2020], [-3.2575, -1.8722, 1.8899], [-5.3507, -1.1954, -0.0302], [-5.8136, -0.3459, 1.4094], [-5.4995, -2.5527, 2.5279], [-5.8148, -4.5360, 1.3188], [-4.2298, -3.7980, 0.9138], [-6.5717, -3.0723, -0.9192], [-6.0177, -4.7295, -0.9145], [-5.6389, -2.6141, -3.1192], [-5.0350, -4.2866, -3.1289], [-3.8915, -3.0384, -3.3316], [-0.4886, 1.2300, -4.5319], [-1.4463, 0.7793, -3.4361], [-2.4099, -0.3162, -3.9191], [-0.7308, 0.2494, -2.3217], [-0.7459, 1.0226, -5.5683], [0.4432, 0.6663, -4.3930], [-0.0433, 2.2172, -4.3898], [-2.1063, 1.5651, -3.0566], [-3.1476, 0.1930, -4.5350], [-2.8638, -0.8640, -3.0907], [-1.8380, -1.1170, -4.3949], [-0.1809, 0.9381, -1.9186], [3.7846, 3.9576, -2.2280], [3.8515, 2.7781, -1.2874], [5.2576, 2.4327, -0.7899], [3.1551, 3.0863, -0.0749], [4.0332, 4.9048, -1.7461], [2.7209, 4.1210, -2.4335], [4.2907, 3.8223, -3.1824], [3.3180, 1.9576, -1.7795], [5.2054, 1.4494, -0.3189], [5.5300, 3.2006, -0.0681], [6.0669, 2.3324, -1.5155], [2.2719, 2.6792, -0.0746], [0.9320, 3.7360, 3.1394], [-0.5173, 3.6734, 2.5617], [-0.8661, 4.4755, 1.3349], [-0.8259, 2.3122, 2.3137], [1.7883, 3.7514, 2.4605], [1.1290, 2.9627, 3.8808], [1.0433, 4.6958, 3.6540], [-1.1652, 4.0735, 3.3474], [-0.4754, 3.9404, 0.4686], [-0.4307, 5.4774, 1.3347], [-1.9453, 4.6089, 1.2729], [-0.1642, 2.0780, 1.6284]], "forces_ev_per_angstrom": [[1.1, 3.1, -0.5], [-0.1, -0.8, 0.2], [0.6, 0.4, 1.6], [-2.1, -0.8, 0.5], [-0.4, 0.5, -1.7], [1.3, -1.1, -0.1], [0.2, 0.0, -1.0], [-0.7, -0.7, -0.1], [1.4, -0.9, 1.4], [-0.7, 1.4, 0.0], [-1.1, -1.4, -1.5], [1.6, 0.1, 2.1], [-0.6, 1.5, -0.5], [-0.2, -0.4, -0.2], [0.8, -1.3, 1.1], [-0.2, -0.2, 0.4], [-0.3, -0.1, 0.0], [0.3, 0.1, 0.3], [-0.4, 0.6, -0.6], [-0.5, -0.3, -0.1], [0.5, 0.2, 0.1], [0.0, -0.4, 0.2], [-0.2, 0.3, 0.0], [-0.2, -0.3, -0.8], [0.0, 0.1, -0.5], [0.2, 0.0, -0.1], [-0.2, -0.3, 0.4], [0.0, 0.7, 0.1], [-0.7, 0.9, -0.7], [-0.3, -0.6, -0.4], [-0.6, 1.1, 0.5], [1.4, -1.1, -0.8], [0.0, 1.2, -0.9], [1.1, -0.3, 0.2], [-0.6, -0.3, 0.1], [-0.7, 1.1, 0.0], [-0.2, 0.1, -0.7], [1.7, 0.3, -0.2], [-0.6, -1.0, 0.2], [-0.4, 0.3, 0.0], [-0.1, 0.2, 0.5], [0.6, -1.0, 0.0], [-0.1, 0.0, 0.1], [-0.4, -0.3, -0.1], [0.3, -0.1, 0.0], [-0.3, -0.3, 0.3], [-0.3, -0.1, 0.1], [0.2, 0.0, 0.2], [0.1, -0.4, -0.3], [-0.4, -0.1, 0.8], [0.2, -0.1, -0.1], [0.1, 0.1, -0.2], [-0.3, 0.0, 0.0], [0.1, 0.5, 0.4], [1.6, -0.2, 0.4], [-0.9, -0.7, -0.2], [0.9, -0.1, 0.5], [0.4, -0.6, 0.2], [-0.6, 0.4, 0.1], [-0.2, -0.6, 0.0], [-0.8, 0.4, -0.2], [0.3, 0.4, -0.2], [-0.1, -0.6, -0.3], [-0.3, 0.6, 0.2], [-0.1, 0.3, -0.7], [-0.1, 0.1, -0.1], [-1.1, 0.6, 0.0], [0.4, 0.3, 0.4], [-0.1, -0.6, -0.4], [-0.3, -0.1, 0.0], [0.7, -0.2, 0.0], [0.0, -0.2, -0.3], [0.2, 0.0, 0.1], [0.4, -0.4, 0.0], [0.1, 0.1, 0.5], [0.1, -0.1, 0.1], [-0.3, 0.3, -0.4], [0.6, 0.4, -0.2], [-0.1, 1.3, -0.1], [0.8, 0.0, 1.1], [0.7, 0.5, -0.3], [-0.1, -0.4, -0.2], [-0.4, -0.3, -0.6], [-0.4, -0.1, 0.0], [-0.1, 0.0, 0.2], [0.0, -0.6, 0.2], [-0.2, 0.2, -0.3], [0.1, 0.0, 0.1], [0.0, -0.3, -0.2], [-0.8, -0.1, 0.6]], "mulliken_charge": [0.930, 3.555, 0.177, -0.954, -0.241, -1.080, -0.818, 0.123, -0.777, -0.300, 0.260, -0.651, -0.880, -0.349, -0.774, 0.152, 0.352, 0.259, 0.518, 0.523, -0.267, 0.453, 0.248, 0.270, 0.419, 0.500, 0.358, 0.316, 0.290, 0.311, -0.374, -0.130, -0.502, -0.789, -0.473, -0.406, -0.866, -0.161, -0.828, 0.366, 0.424, -0.430, 0.355, 0.417, 0.273, 0.427, 0.282, 0.435, 0.170, 0.413, 0.502, 0.351, 0.387, 0.148, -1.365, 0.681, -1.176, -0.437, 0.379, 0.219, 0.376, 0.265, 0.425, -0.018, 0.420, -0.624, -1.552, 1.475, -1.202, -0.565, 0.344, 0.307, 0.379, -0.237, 0.062, 0.344, 0.382, -0.068, -1.202, 0.493, -0.882, -0.562, 0.173, 0.286, 0.439, 0.375, 0.004, 0.392, 0.285, -0.529]}